1.
This record from the Open Molecules 2025 dataset describes a 14-piece molecular cluster, C30H78BO34 overall. The level of theory is ωB97M-V with the def2-TZVPD basis set.

Computed properties:
- HOMO energy: -7.7 eV
- HOMO-LUMO gap: 9.011 eV
- ΔE to the lowest compared entry with this formula, charge and spin: 617.1 kJ/mol

ORCA input file:
```
! RIJCOSX wB97M-V def2-TZVPD def2/J DEFGRID3
* xyz -1 1
O -4.46661 2.01899 -1.87982
C -3.58428 1.52130 -1.15835
O -2.42674 1.14853 -1.59004
B -1.63433 0.48377 -0.49999
O -2.50236 0.66559 0.67169
C -3.68681 1.30596 0.35855
O -4.67607 1.38525 1.14510
O -0.35554 1.18253 -0.28365
C 0.66642 0.38197 -0.58930
O 1.85641 0.65206 -0.59572
C 0.15455 -0.96289 -1.01208
O -1.23160 -0.87691 -0.86137
O 0.78086 -1.95885 -1.43817
C -7.31227 -4.85234 3.74165
C -5.91018 -5.31193 3.19238
O -5.83988 -6.74027 3.02531
O -7.41180 -5.49788 5.01782
H -8.15537 -5.01900 3.07120
H -7.19927 -3.76878 3.77659
H -5.23488 -5.01585 3.99514
H -5.67617 -4.67621 2.33845
H -6.35199 -7.08825 3.75897
H -6.91838 -4.92231 5.60676
C -0.83261 3.12201 6.10717
C -0.80625 1.67521 6.74970
O -1.58233 1.82110 7.98940
O -0.26157 3.94994 7.16603
H -1.85553 3.48150 5.99532
H -0.30882 3.14688 5.15160
H 0.15257 1.29871 7.10608
H -1.42352 1.05658 6.09825
H -1.10913 1.39735 8.70921
H -0.81810 3.76203 7.92534
C -2.64458 -6.65595 -3.40265
C -1.81420 -7.59403 -2.45841
O -2.58957 -8.69625 -2.01270
O -3.13149 -7.35763 -4.52583
H -2.21278 -5.67109 -3.58070
H -3.52270 -6.46127 -2.78695
H -1.61619 -7.09384 -1.51041
H -0.91221 -7.86499 -3.00712
H -3.20089 -8.37624 -1.34526
H -2.37028 -7.44798 -5.10375
C -2.27973 0.32788 -8.50473
C -3.78884 0.21130 -8.88996
O -4.32547 1.15718 -8.03705
O -1.70622 1.56250 -8.69435
H -1.72730 -0.50308 -8.94341
H -2.23740 0.09423 -7.44091
H -4.21179 -0.78781 -8.99488
H -3.95328 0.60014 -9.89488
H -4.28442 0.85100 -7.12811
H -2.01349 2.20632 -8.05195
C -4.72915 9.01073 -5.85090
C -4.75888 7.46390 -5.57375
O -3.90143 6.71532 -6.43194
O -5.27989 9.30824 -7.10982
H -3.72762 9.42550 -5.73684
H -5.36366 9.39413 -5.05184
H -5.75562 7.05768 -5.74579
H -4.74759 7.10978 -4.54294
H -4.31550 5.86307 -6.58628
H -5.95913 8.65035 -7.27541
C 5.72377 1.58392 8.69475
C 6.31741 1.14945 7.31848
O 5.40997 1.12184 6.19727
O 5.38168 2.93621 8.55608
H 6.47488 1.33088 9.44301
H 4.87868 0.95766 8.98063
H 6.71865 0.15010 7.48703
H 7.11367 1.85966 7.09558
H 5.78192 0.82968 5.36187
H 4.54063 2.92149 8.09346
C 3.75174 -4.74866 4.47887
C 2.62619 -5.77649 4.11169
O 2.84625 -6.95546 4.82440
O 5.05665 -5.27623 4.63530
H 3.49464 -4.22033 5.39694
H 3.64897 -3.92050 3.77767
H 2.80070 -6.11508 3.09041
H 1.59026 -5.44877 4.19861
H 2.20560 -7.14682 5.51327
H 5.06997 -6.03173 5.22746
C -11.98585 5.90866 -0.45362
C -10.76888 6.72360 0.07365
O -10.65935 7.92885 -0.60825
O -13.08660 6.34951 0.38802
H -11.88101 4.82632 -0.52878
H -12.28454 6.35375 -1.40271
H -9.83755 6.16133 0.00610
H -10.81940 6.85212 1.15487
H -9.91052 8.39028 -0.22363
H -12.97499 7.27099 0.63303
C 6.32607 5.85649 -1.61311
C 7.44137 5.61928 -2.53821
O 7.69417 6.41440 -3.63666
O 6.45420 5.08300 -0.44331
H 5.36854 5.66300 -2.09664
H 6.41207 6.92067 -1.39350
H 7.10399 4.64482 -2.89133
H 8.38080 5.51760 -1.99487
H 8.32676 6.05102 -4.26067
H 6.04659 4.29556 -0.81127
C 9.93802 -0.80326 -1.03213
C 10.28550 -0.85772 0.36732
O 9.39869 -0.11502 1.19894
O 10.08288 0.50069 -1.74882
H 9.03991 -1.34506 -1.32868
H 10.72203 -1.41660 -1.47627
H 11.25952 -0.37492 0.44659
H 10.31016 -1.83648 0.84643
H 9.43189 0.77729 0.84639
H 10.36610 0.49229 -2.66605
C 5.88283 -0.16045 -6.94516
C 6.43863 -1.42341 -7.59449
O 5.85488 -1.70629 -8.86951
O 4.54838 -0.30131 -6.52801
H 5.74976 0.61311 -7.70147
H 6.53688 0.28724 -6.19690
H 6.36532 -2.20301 -6.83624
H 7.52689 -1.36460 -7.57641
H 5.02248 -1.25208 -8.71980
H 4.48591 0.56354 -6.11602
C -8.00536 1.70630 9.01733
C -7.92263 3.12128 8.70700
O -8.74594 3.42122 7.63103
O -7.15927 0.86234 8.17699
H -8.99132 1.38258 8.68384
H -7.80380 1.42214 10.05015
H -6.87352 3.40995 8.77148
H -8.28361 3.67854 9.57144
H -8.25216 3.21526 6.83393
H -6.24865 1.04159 8.42241
C 7.70178 -8.98451 -2.81328
C 7.03729 -8.50547 -4.12667
O 5.72900 -8.06615 -4.02413
O 7.61353 -7.79753 -1.92651
H 8.64227 -9.38546 -3.19120
H 7.26267 -9.84699 -2.31187
H 7.10004 -9.30304 -4.86698
H 7.74250 -7.73485 -4.43799
H 5.67714 -7.24580 -3.52821
H 6.79836 -7.76290 -1.42066
*
```

2.
This record from the Open Molecules 2025 dataset describes an isolated ion of composition C21H18NO and charge +1. The level of theory is ωB97M-V with the def2-TZVPD basis set.

Computed properties:
- SMILES string: Cc1cc[n+]([C@@H]2C=C(c3ccccc3)Oc3ccccc32)cc1
- HOMO energy: -11.3 eV
- HOMO-LUMO gap: 7.282 eV

ORCA input file:
```
! RIJCOSX wB97M-V def2-TZVPD def2/J DEFGRID3
* xyz 1 1
C 2.01500 -4.14610 -3.83243
C 1.68220 -3.22966 -2.70722
C 1.18109 -1.93852 -2.91810
C 0.86328 -1.08792 -1.88552
N 1.00484 -1.51544 -0.60967
C 0.71011 -0.63970 0.48641
C -0.77337 -0.21735 0.58621
C -1.26083 1.01268 0.85206
C -2.63877 1.43660 1.12985
C -3.66672 0.49009 1.27771
C -5.00411 0.86895 1.45720
C -5.35204 2.22310 1.53845
C -4.34289 3.18833 1.49590
C -2.99976 2.80767 1.30014
O -0.39580 2.05490 1.03572
C 0.97923 1.90388 0.83616
C 1.65693 3.02397 1.24170
C 3.02706 2.95964 1.43246
C 3.67173 1.74401 1.21796
C 2.96914 0.57461 0.95122
C 1.60190 0.65110 0.62527
C 1.53110 -2.76583 -0.33817
C 1.85835 -3.62276 -1.37947
H 2.39233 -5.10193 -3.46914
H 1.13541 -4.34884 -4.44637
H 2.77474 -3.71697 -4.48869
H 1.00796 -1.50672 -3.88724
H 0.49334 -0.06995 -1.94128
H 0.94934 -1.31116 1.28810
H -1.42175 -1.10744 0.72281
H -3.38351 -0.56418 1.23526
H -5.77918 0.10971 1.51899
H -6.39630 2.51984 1.62566
H -4.61380 4.23465 1.59333
H -2.25035 3.58333 1.27781
H 1.07442 3.93040 1.45529
H 3.55623 3.86722 1.69854
H 4.74911 1.70589 1.31964
H 3.47363 -0.38899 1.06764
H 1.67110 -3.02344 0.71810
H 2.24959 -4.58771 -1.08228
*
```

3.
This record from the Open Molecules 2025 dataset describes a 2-piece molecular cluster, C9H11N7O6 overall. The level of theory is ωB97M-V with the def2-TZVPD basis set.

Computed properties:
- SMILES string: O=[N+]([O-])c1cc([N+](=O)[O-])c2nnnn2c1.CCOC(=O)CN
- HOMO energy: -9.5 eV
- HOMO-LUMO gap: 7.842 eV
- ΔE to the lowest compared entry with this formula, charge and spin: 0.0 kJ/mol

ORCA input file:
```
! RIJCOSX wB97M-V def2-TZVPD def2/J DEFGRID3
* xyz 0 1
O 2.22280 2.97889 2.39835
N 1.71654 1.85650 2.21890
O 2.41640 0.81922 2.02654
C 0.29401 1.68472 2.24504
C -0.57563 2.78166 2.41620
C -1.95988 2.59737 2.47692
N -2.86647 3.73000 2.63187
O -4.09792 3.56922 2.61298
O -2.31974 4.85216 2.77353
C -2.46576 1.24819 2.40383
N -3.68830 0.68570 2.50632
N -3.49964 -0.65003 2.39221
N -2.23478 -0.95731 2.23126
N -1.54821 0.22251 2.23312
C -0.17113 0.35153 2.06480
H -0.16758 3.78508 2.50065
H 0.39690 -0.48740 2.47548
C 2.32337 -3.19808 -4.61986
C 1.05423 -2.76335 -3.92918
O 1.39415 -1.67959 -3.00617
C 0.51113 -1.49684 -2.00935
O -0.40873 -2.25482 -1.75239
C 0.78448 -0.22845 -1.20176
N 0.53539 -0.44101 0.21758
H 2.08640 -3.92077 -5.40509
H 2.84864 -2.35532 -5.08119
H 2.99949 -3.69311 -3.91428
H 0.33172 -2.35806 -4.64911
H 0.59942 -3.58756 -3.37289
H 1.81593 0.09348 -1.38218
H 0.07653 0.52630 -1.56751
H 1.42690 -0.32530 0.71345
H 0.16935 -1.38551 0.35192
*
```

4.
This record from the Open Molecules 2025 dataset describes C32H74F3N2NiO14 as an isolated structure. The level of theory is ωB97M-V with the def2-TZVPD basis set.

Computed properties:
- HOMO energy (spin up / spin down): -10.3 / -10.1 eV
- HOMO-LUMO gap (spin up / spin down): 7.709 / 3.236 eV

ORCA input file:
```
! RIJCOSX wB97M-V def2-TZVPD def2/J DEFGRID3
* xyz 1 3
Ni -4.83289 -3.58015 2.65584
C -2.72540 -1.54919 0.69649
O -2.03104 -1.37186 1.98176
O -3.96863 -2.19589 1.07677
C -2.75801 -0.09229 -0.12583
F -1.62502 0.43145 -0.66091
F -3.53799 -0.30751 -1.23378
F -3.32382 0.88813 0.63062
C -0.71339 -0.79663 1.90283
C -0.15368 -0.57624 3.37974
H 0.85797 -0.18802 3.26168
H -0.62555 0.33818 3.73930
H -0.01389 -1.38007 4.10252
H -0.50537 0.09332 1.30885
H -0.07557 -1.61444 1.56747
H -2.19761 -2.24724 0.04667
C 4.10168 -1.43285 -2.22620
C 4.60391 -0.14142 -1.41272
C 4.50865 0.91368 -2.56037
C 4.70749 2.28941 -2.02811
C 3.59573 2.59510 -1.12685
C 3.45007 1.63585 0.11376
N 3.57202 0.30562 -0.42873
O 3.29815 -0.53635 0.65678
C 4.57886 2.02496 1.15814
C 2.01892 1.91438 0.68358
C 6.06808 -0.27906 -0.81025
H 4.80881 -1.77847 -2.98026
H 3.13018 -1.36302 -2.71550
H 3.79130 -2.16884 -1.48452
H 5.20092 0.80694 -3.39551
H 3.50221 0.86319 -2.97587
H 4.73853 3.09480 -2.76192
H 5.68307 2.28075 -1.54205
H 2.65913 2.59928 -1.68440
H 3.58245 3.66006 -0.89493
H 4.54908 2.94924 1.73514
H 4.64330 1.17983 1.84348
H 5.50155 2.14243 0.58986
H 1.31627 1.68233 -0.11676
H 1.77400 1.43898 1.63337
H 2.08065 2.98069 0.90101
H 6.49951 -1.27989 -0.79320
H 5.87574 -0.21458 0.26071
H 6.81315 0.41245 -1.20368
H 2.38420 -0.74816 0.45322
C -0.47052 4.86875 -3.64265
C -0.19044 3.75183 -4.67127
C 1.35041 3.73353 -4.99512
C 1.70329 2.53649 -5.77923
C 1.25091 1.20675 -5.05978
C -0.28018 1.16269 -4.75471
N -0.57027 2.44468 -4.08301
O -1.81256 2.48671 -3.42387
C -1.07956 0.87444 -5.97327
C -0.55071 -0.03117 -3.73898
C -1.00775 4.03849 -5.98265
H -0.06178 4.43833 -2.72844
H -1.52997 5.03405 -3.44684
H -0.04961 5.82010 -3.96802
H 1.50699 4.68668 -5.50019
H 1.93871 3.68195 -4.07897
H 2.78962 2.57503 -5.85990
H 1.23738 2.55077 -6.76453
H 1.79779 1.19132 -4.11702
H 1.63644 0.44086 -5.73274
H -2.07404 1.31022 -5.87728
H -0.65655 1.24783 -6.90587
H -1.22339 -0.20477 -6.02527
H -0.22005 -1.02030 -4.05582
H 0.02114 0.13333 -2.82573
H -1.62389 0.00038 -3.55080
H -1.18563 5.10089 -6.14926
H -1.98798 3.65835 -5.69503
H -0.64646 3.54517 -6.88499
H -1.51083 2.45928 -2.51293
C 1.21902 -2.70856 6.35968
C 1.23372 -2.76378 7.95971
O 2.17629 -1.80764 8.60432
O 0.59751 -3.68624 5.63236
H 2.25255 -2.78643 6.02227
H 0.84865 -1.75494 5.98347
H 1.51713 -3.75084 8.32507
H 0.26953 -2.44020 8.35181
H 1.85158 -0.97352 8.25732
H 0.65579 -3.29284 4.75861
C -6.46139 0.95227 -1.37414
C -7.55753 1.51463 -0.44380
O -8.04547 0.61053 0.47135
O -7.13353 0.20608 -2.34226
H -5.85340 0.35826 -0.69178
H -5.85938 1.69371 -1.89944
H -8.37731 1.82968 -1.08940
H -7.28300 2.45099 0.04196
H -8.29231 -0.14123 -0.07227
H -6.52942 0.18208 -3.08797
C -0.77684 -5.06668 3.23642
C -2.03110 -4.62582 3.94498
O -2.73303 -3.70143 3.20018
O 0.10657 -4.01529 2.83554
H -0.97587 -5.84181 2.49637
H -0.21793 -5.62611 3.98659
H -1.79342 -4.05572 4.84309
H -2.65154 -5.48725 4.19213
H -2.12167 -3.14752 2.70922
H 0.81957 -4.50488 2.41896
C -3.09988 2.47375 4.49595
C -3.96256 1.20069 4.52752
O -4.37995 0.97324 5.80433
O -3.83675 3.65289 4.79965
H -2.57539 2.65559 3.55790
H -2.33614 2.40732 5.27079
H -3.46489 0.40970 3.96649
H -4.79890 1.51454 3.90291
H -4.70060 1.81958 6.12448
H -3.21344 4.36272 4.97064
C 1.22471 -3.97873 -0.26891
C 2.30784 -4.68810 0.75499
O 1.95629 -5.60184 1.78840
O 0.67835 -5.09465 -0.91690
H 1.73027 -3.33906 -0.99232
H 0.46716 -3.46933 0.32668
H 2.69829 -3.76050 1.17357
H 3.06868 -5.12473 0.10801
H 2.35329 -6.38652 1.40335
H -0.27883 -5.04721 -0.86063
*
```

Table of E (eV), in record order: -102659.9184 -25599.7872 -32218.7100 -115205.3322